Density functional theory data (ωB97M-V/def2-TZVPD) for C4H10NOS in the gas phase in a non-equilibrium geometry.

Structure (XYZ):
```
17
Properties=species:S:1:pos:R:3:forces:R:3:nbo_charge:R:1
O -2.13926 -1.33873 -1.03170 -2.91 0.10 -1.21 -0.736
C -1.04242 -1.24691 -0.47232 3.01 1.50 0.67 0.007
C -0.60254 0.05227 0.27769 -1.03 -0.98 -0.44 -0.154
C 0.67458 0.80042 -0.15568 -0.61 0.46 -0.38 -0.442
C 1.76013 -0.27296 -0.37863 -0.62 -0.06 -0.16 -0.531
S 2.04226 -1.01262 1.27095 -0.02 -0.52 -0.03 -0.074
N -1.83927 0.91407 0.14271 -2.72 2.46 1.08 -0.725
H -0.44075 -2.06748 -0.14076 0.28 -0.97 0.21 0.109
H -0.49365 -0.29747 1.29527 -0.13 0.67 0.75 0.207
H 0.88141 1.53892 0.69801 0.26 -0.72 -1.56 0.210
H 0.46856 1.26297 -1.16948 0.22 -0.02 1.14 0.208
H 1.32556 -1.00478 -1.12802 0.50 0.58 1.09 0.243
H 2.69594 0.09333 -0.79335 -0.08 0.27 0.18 0.230
H 3.36310 -0.91476 1.35717 0.29 0.07 -0.18 0.131
H -1.80753 1.96893 0.34064 0.88 -1.86 -0.15 0.414
H -2.10030 0.87289 -0.88557 -0.16 -0.82 1.20 0.454
H -2.74583 0.65190 0.77308 2.83 -0.14 -2.21 0.449
```
Forces are in eV/Å.

Calculated values
Spin multiplicity: 2
Molar mass in g mol⁻¹: 120.2
Orbital gap (alpha / beta) in eV: 4.08 / 7.86
Expectation value of S²: 0.75
Energy in Eh: -686.43370
Relative energy (zero: lowest compared OMol25 entry of this formula, charge and spin) in kcal/mol: 42.38
LUMO (alpha / beta) in eV: 0.015 / -0.132

---

Density functional theory data (ωB97M-V/def2-TZVPD) for 2 unconnected molecules or ions with the total composition C6H17N2P in a non-equilibrium geometry.

Structure (XYZ):
```
26
Properties=species:S:1:pos:R:3:forces:R:3:nbo_charge:R:1
C 1.75247 1.74625 -2.48683 -0.05 -0.18 -0.12 -0.607
C 1.19239 0.34901 -2.72196 0.08 0.02 0.22 -0.389
C 0.45837 -0.20955 -1.50358 0.05 0.18 -0.40 -0.395
C -0.89790 0.43364 -1.24063 0.12 0.01 -0.24 -0.406
C -1.52529 -0.19728 -0.00455 0.14 0.64 0.54 -0.747
P -0.23762 0.02248 1.30285 -0.40 -0.83 -1.03 1.291
N 0.14410 1.25271 2.03166 0.22 0.67 0.55 -1.035
H 2.46946 1.73277 -1.66850 0.06 0.06 0.09 0.207
H 0.96329 2.44957 -2.23705 -0.05 0.16 0.03 0.203
H 2.25891 2.10480 -3.38044 0.05 0.10 -0.02 0.212
H 0.50960 0.36266 -3.57456 0.00 -0.08 -0.06 0.197
H 2.01760 -0.32190 -2.97181 -0.05 -0.02 -0.08 0.203
H 1.07532 -0.04178 -0.60507 0.18 -0.17 -0.42 0.192
H 0.32508 -1.28778 -1.62877 0.03 -0.05 0.13 0.202
H -1.55596 0.32295 -2.10619 0.01 0.03 0.00 0.213
H -0.76051 1.50034 -1.04308 -0.09 -0.03 -0.12 0.220
H -2.42291 0.34208 0.30515 0.01 -0.12 0.03 0.253
H -1.75390 -1.25261 -0.15437 0.08 -0.09 0.14 0.234
H 0.42523 -1.23288 1.25959 0.17 0.16 0.24 -0.089
C -1.39447 -1.60136 3.43493 -0.01 -0.27 0.09 -0.363
N -1.51291 -0.60388 4.47387 0.22 0.33 0.18 -0.841
H -1.48992 -1.08741 2.45745 -0.54 -0.65 0.63 0.145
H -0.43648 -2.14519 3.42805 -0.15 0.06 -0.11 0.168
H -2.20800 -2.32387 3.52911 0.03 -0.03 -0.21 0.196
H -0.99833 0.23257 4.19846 -0.01 -0.09 0.13 0.378
H -1.09953 -0.94495 5.33878 -0.12 0.16 -0.20 0.357
```
Forces are in eV/Å.

Calculated values
Molar mass in g mol⁻¹: 148.2
Orbital gap in eV: 9.52
Energy in Eh: -689.55349
SMILES: CCCCC[PH]#N.CN
Relative energy (zero: lowest compared OMol25 entry of this formula, charge and spin) in kcal/mol: 9.96
LUMO in eV: 0.624

---

Density functional theory data (ωB97M-V/def2-TZVPD) for 2 unconnected molecules or ions with the total composition C4H7NO2.

Structure (XYZ):
```
14
Properties=species:S:1:pos:R:3:forces:R:3:nbo_charge:R:1
C 1.12650 -0.36079 -1.00910 0.10 0.19 -0.05 0.048
N 1.22644 0.86788 -0.67824 -0.09 -0.31 -0.12 -0.548
C 0.13806 1.68317 -1.06834 -0.40 0.05 -0.21 0.512
O -0.97062 1.28313 -1.33815 0.53 0.25 -0.01 -0.536
H 0.32823 -0.74307 -1.65166 0.12 0.15 -0.01 0.183
H 1.87038 -1.06732 -0.63875 -0.07 0.15 -0.07 0.189
H 0.37622 2.75660 -1.02544 0.00 -0.07 -0.07 0.124
C -1.41296 -0.61992 0.68644 0.13 -0.10 0.19 -0.470
C -0.26572 -1.06083 1.19698 -0.35 -0.25 -0.09 0.116
O 0.60844 -0.35395 1.97023 0.01 0.11 0.03 -0.700
H -1.99208 -1.24197 0.01269 0.08 -0.01 0.22 0.215
H -1.79087 0.37847 0.88189 0.11 -0.12 -0.03 0.208
H 0.08689 -2.07571 1.02021 -0.12 0.07 0.10 0.173
H 0.67110 0.55431 1.64124 -0.06 -0.13 0.12 0.487
```
Forces are in eV/Å.

Calculated values
Molar mass in g mol⁻¹: 101.1
Orbital gap in eV: 9.01
Energy in Eh: -361.77332
SMILES: C=NC=O.C=CO
Relative energy (zero: lowest compared OMol25 entry of this formula, charge and spin) in kcal/mol: 67.48
LUMO in eV: -0.242